Record 1
The following is a quantum chemistry calculation of a cluster of 11 separate species, C36H70Cl24 in total at a distorted geometry, from the OMol25 dataset.

```
130
C36H70Cl24 (the ωB97M-V functional and the def2-TZVPD basis)
C -4.31 2.82 0.44
Cl -3.80 3.02 -1.21
Cl -6.11 2.85 0.58
Cl -3.76 1.22 0.99
Cl -3.59 4.04 1.49
C 5.12 -0.79 2.01
Cl 3.76 -2.04 2.06
Cl 4.70 0.56 3.06
Cl 6.54 -1.56 2.67
Cl 5.32 -0.28 0.36
C 3.33 6.63 -3.04
Cl 4.79 6.69 -4.03
Cl 3.59 5.71 -1.55
Cl 2.66 8.30 -2.65
Cl 2.08 5.90 -3.97
C 1.50 -4.53 -1.70
Cl 2.26 -5.62 -2.97
Cl 0.66 -3.24 -2.54
Cl 0.38 -5.51 -0.76
Cl 2.71 -3.74 -0.64
C 5.85 2.20 -4.06
Cl 6.12 0.52 -4.35
Cl 5.28 2.40 -2.45
Cl 7.37 3.02 -4.32
Cl 4.61 2.84 -5.22
C 2.83 1.40 6.47
Cl 3.72 2.87 5.87
Cl 1.83 0.84 5.08
Cl 3.81 0.09 6.95
Cl 1.75 1.75 7.87
C 3.70 5.52 3.05
C 2.73 6.50 3.74
C 1.27 6.27 3.32
C 0.68 5.11 4.18
C -0.79 4.87 3.81
C -1.36 3.71 4.61
H 3.67 5.65 1.97
H 3.45 4.47 3.23
H 4.73 5.56 3.42
H 2.78 6.44 4.82
H 3.07 7.51 3.45
H 1.12 6.06 2.27
H 0.72 7.17 3.53
H 1.26 4.19 4.10
H 0.64 5.37 5.24
H -1.41 5.77 3.95
H -0.85 4.64 2.72
H -2.40 3.73 4.34
H -0.86 2.82 4.31
H -1.26 3.86 5.67
C -1.11 -0.23 -2.23
C -2.09 -1.07 -3.07
C -3.54 -0.77 -2.61
C -4.64 -1.67 -3.08
C -6.05 -1.30 -2.59
C -6.26 -1.60 -1.11
H -1.28 0.85 -2.33
H -0.02 -0.31 -2.53
H -1.24 -0.44 -1.15
H -1.93 -0.91 -4.14
H -1.89 -2.10 -2.80
H -3.80 0.25 -2.90
H -3.51 -0.72 -1.52
H -4.65 -1.58 -4.16
H -4.41 -2.68 -2.83
H -6.29 -0.25 -2.74
H -6.87 -1.81 -3.09
H -5.96 -2.60 -0.86
H -5.75 -0.95 -0.43
H -7.31 -1.59 -0.84
C 2.42 2.99 0.77
C 1.48 2.11 -0.04
C 0.07 1.95 0.58
C -0.11 1.31 1.95
C 0.59 -0.06 2.19
C 0.21 -1.19 1.22
H 1.83 3.91 0.89
H 3.36 3.19 0.29
H 2.57 2.59 1.74
H 1.42 2.56 -1.06
H 1.92 1.11 -0.10
H -0.58 1.47 -0.19
H -0.35 2.95 0.66
H 0.30 2.04 2.70
H -1.20 1.18 2.16
H 1.64 0.00 2.23
H 0.25 -0.42 3.17
H -0.87 -1.34 1.04
H 0.64 -1.11 0.19
H 0.56 -2.11 1.77
C 3.90 -4.07 -6.33
C 3.86 -2.79 -5.49
C 2.55 -2.01 -5.74
C 2.40 -0.65 -5.02
C 1.03 -0.05 -5.21
C 0.87 1.22 -4.40
H 4.91 -4.38 -6.58
H 3.47 -3.99 -7.30
H 3.41 -4.97 -5.93
H 3.91 -3.09 -4.43
H 4.72 -2.15 -5.62
H 1.67 -2.52 -5.31
H 2.44 -1.76 -6.81
H 2.51 -0.81 -3.96
H 3.25 0.03 -5.31
H 0.86 0.18 -6.26
H 0.32 -0.83 -4.89
H -0.15 1.64 -4.48
H 1.11 1.07 -3.35
H 1.57 1.97 -4.87
C -3.56 -2.78 2.00
C -3.53 -3.91 3.01
C -3.91 -5.26 2.39
C -3.77 -6.49 3.31
C -4.37 -7.76 2.61
C -4.32 -8.99 3.57
H -3.26 -1.81 2.36
H -4.57 -2.73 1.54
H -2.78 -3.07 1.27
H -2.55 -4.01 3.48
H -4.20 -3.75 3.90
H -3.28 -5.34 1.48
H -4.91 -5.10 2.02
H -2.69 -6.63 3.45
H -4.26 -6.26 4.28
H -5.40 -7.51 2.27
H -3.84 -7.90 1.67
H -4.60 -9.91 3.06
H -3.32 -9.25 3.87
H -4.93 -8.80 4.42
```

## Properties
Kohn-Sham gap, eV: 10.495
E_tot, Ha: -12458.15244
E_HOMO, eV: -10.439
SMILES string: ClC(Cl)(Cl)Cl.ClC(Cl)(Cl)Cl.ClC(Cl)(Cl)Cl.ClC(Cl)(Cl)Cl.ClC(Cl)(Cl)Cl.ClC(Cl)(Cl)Cl.CCCCCC.CCCCCC.CCCCCC.CCCCCC.CCCCCC

***

Record 2
The following is a quantum chemistry calculation of a cluster of 3 separate species, C36H71Br2N5O6S in total at a distorted geometry, from the OMol25 dataset.

```
121
C36H71Br2N5O6S (the ωB97M-V functional and the def2-TZVPD basis)
C 6.16 -0.26 1.60
C 5.56 1.10 1.30
N 5.21 1.33 -0.18
C 6.27 1.98 -1.07
Br 8.06 1.01 -1.13
C 6.04 3.24 -1.87
C 7.18 3.91 -2.87
Br 4.26 4.24 -1.80
C 3.98 0.88 -0.59
N 3.41 0.95 -1.99
C 1.99 0.44 -1.91
C 1.82 -0.87 -2.88
O 2.85 -1.75 -3.05
O 0.57 -1.17 -3.64
C 1.57 0.36 -0.33
S 1.11 2.09 0.28
C 0.76 -0.94 0.25
C -0.78 -1.11 -0.30
C -1.79 0.12 0.09
C -3.31 -0.56 0.21
C -3.88 -1.04 -1.28
C -5.41 -0.52 -1.56
C -5.49 0.50 -2.88
C -7.01 0.44 -3.56
C -8.19 0.86 -2.48
C -8.01 2.38 -1.88
C -8.49 2.32 -0.30
C -8.74 3.82 0.33
C -7.35 4.68 0.53
C -6.09 3.80 1.12
C -5.02 3.59 -0.12
N 2.95 0.18 0.32
H 7.32 -0.40 1.54
H 5.46 -1.18 1.83
H 5.36 1.91 2.14
H 6.66 4.06 -3.93
H 7.45 5.00 -2.51
H 8.11 3.22 -3.06
H 4.03 0.57 -2.75
H 1.35 1.31 -2.42
H 0.48 1.91 1.53
H 0.80 -0.87 1.43
H 1.33 -1.94 -0.06
H -0.85 -1.27 -1.45
H -1.23 -2.09 0.21
H -1.55 0.67 1.09
H -1.90 0.94 -0.77
H -4.06 0.20 0.73
H -3.24 -1.54 0.86
H -3.19 -0.56 -2.12
H -3.78 -2.22 -1.39
H -5.89 0.08 -0.66
H -6.18 -1.39 -1.80
H -4.75 0.03 -3.68
H -5.18 1.60 -2.61
H -7.09 1.13 -4.51
H -7.23 -0.68 -3.87
H -8.14 0.08 -1.60
H -9.28 0.82 -2.96
H -6.91 2.80 -2.01
H -8.71 3.10 -2.48
H -9.51 1.71 -0.30
H -7.73 1.66 0.34
H -9.34 3.66 1.35
H -9.43 4.41 -0.43
H -7.57 5.53 1.32
H -7.12 5.18 -0.53
H -6.39 2.81 1.67
H -5.54 4.48 1.92
H -5.20 2.53 -0.63
H -5.14 4.39 -0.97
H -3.92 3.69 0.31
H 3.19 -0.80 0.58
C -6.94 -7.50 1.63
O -5.67 -7.03 1.20
C -5.08 -7.87 0.19
C -5.00 -7.12 -1.15
N -6.34 -6.94 -1.73
C -6.36 -6.02 -2.87
C -6.00 -4.55 -2.60
O -6.95 -3.86 -1.79
C -6.74 -4.00 -0.39
H -7.26 -6.88 2.48
H -7.68 -7.39 0.83
H -6.89 -8.54 1.95
H -5.60 -8.82 0.09
H -4.06 -8.09 0.53
H -4.38 -7.69 -1.84
H -4.52 -6.15 -0.96
H -6.96 -6.57 -1.02
H -7.37 -6.05 -3.28
H -5.70 -6.41 -3.66
H -6.01 -4.03 -3.57
H -4.98 -4.42 -2.21
H -5.69 -4.10 -0.13
H -7.31 -4.85 -0.01
H -7.13 -3.10 0.10
C 11.30 5.22 2.94
O 11.89 4.15 2.21
C 13.05 3.61 2.85
C 12.79 2.18 3.33
N 11.85 2.17 4.46
C 11.37 0.82 4.80
C 10.50 0.10 3.75
O 9.23 0.72 3.53
C 9.24 1.76 2.56
H 10.51 5.65 2.32
H 10.85 4.85 3.86
H 12.03 6.00 3.15
H 13.41 4.25 3.67
H 13.84 3.58 2.09
H 13.73 1.72 3.63
H 12.38 1.61 2.48
H 11.05 2.75 4.23
H 10.77 0.93 5.71
H 12.22 0.19 5.06
H 10.28 -0.90 4.15
H 11.03 -0.07 2.81
H 9.99 1.60 1.78
H 9.41 2.72 3.05
H 8.25 1.80 2.10
```

## Properties
Kohn-Sham gap, eV: 4.716
E_tot, Ha: -7684.89464
E_HOMO, eV: -7.386

***

Record 3
The following is a quantum chemistry calculation of a cluster of 7 separate species, C36H71F3N8O11PS3Si in total at a distorted geometry, from the OMol25 dataset.

```
134
C36H71F3N8O11PS3Si (the ωB97M-V functional and the def2-TZVPD basis)
C -2.62 -6.01 0.47
Si -1.23 -5.60 -0.78
C -2.06 -4.81 -2.29
C -0.49 -7.26 -1.32
O -0.13 -4.57 0.06
C 0.86 -4.00 -0.80
C 0.79 -2.43 -0.83
P 2.00 -1.56 0.27
C 1.04 -0.88 1.74
C 1.95 -0.41 2.94
C 2.97 0.75 2.60
N 3.43 1.35 3.87
C 2.75 2.63 4.17
C 1.66 2.53 5.29
C 1.96 2.18 6.68
C 0.91 2.12 7.71
C -0.47 2.43 7.37
C -0.81 2.77 5.98
C 0.25 2.80 4.99
O -0.04 3.10 3.65
C 2.57 -0.04 -0.68
C 1.34 0.83 -1.20
C 1.19 2.21 -0.45
S -0.16 3.26 -1.14
C -0.03 4.94 -0.36
S 0.52 6.15 -1.33
N -0.46 5.08 1.01
C 0.45 5.91 1.82
C -0.21 6.34 3.20
O -1.29 7.24 2.83
C -2.30 6.39 2.28
C -1.87 5.61 0.99
S 3.63 -2.78 0.97
O 4.73 -2.00 1.55
O 4.22 -3.57 -0.12
C 3.07 -3.93 2.36
F 3.63 -3.57 3.55
F 3.54 -5.16 2.07
F 1.71 -3.92 2.51
H -3.01 -5.04 0.90
H -2.19 -6.62 1.30
H -3.40 -6.59 -0.08
H -1.44 -4.94 -3.23
H -2.39 -3.75 -2.15
H -3.00 -5.40 -2.48
H -0.20 -7.29 -2.41
H -1.32 -8.02 -1.23
H 0.34 -7.63 -0.67
H 0.66 -4.37 -1.86
H 1.85 -4.43 -0.51
H -0.27 -2.13 -0.63
H 1.01 -2.09 -1.89
H 0.34 -0.08 1.38
H 0.39 -1.72 2.10
H 1.25 -0.04 3.74
H 2.54 -1.25 3.40
H 2.46 1.49 1.94
H 3.89 0.40 2.06
H 3.34 0.70 4.65
H 3.54 3.34 4.56
H 2.30 3.12 3.27
H 3.03 1.94 6.92
H 1.22 1.83 8.74
H -1.29 2.42 8.12
H -1.88 3.01 5.73
H -0.99 3.00 3.47
H 3.34 0.56 -0.13
H 3.09 -0.44 -1.60
H 1.53 1.02 -2.30
H 0.38 0.26 -1.08
H 0.91 1.99 0.62
H 2.15 2.76 -0.54
H 0.78 6.87 1.33
H 1.38 5.32 2.06
H 0.52 6.88 3.85
H -0.68 5.48 3.73
H -3.15 7.06 1.98
H -2.70 5.68 3.06
H -2.54 4.70 0.92
H -1.99 6.23 0.06
O 0.30 9.94 -2.84
C 0.76 9.42 -3.84
N 1.14 8.11 -3.83
C 0.94 10.16 -5.14
H 1.52 7.64 -4.64
H 1.03 7.60 -2.98
H 1.61 11.01 -4.98
H -0.03 10.53 -5.48
H 1.36 9.52 -5.91
O -1.41 -8.87 -3.74
C -1.69 -10.01 -4.05
N -2.92 -10.33 -4.53
C -0.71 -11.15 -3.94
H -3.19 -11.26 -4.80
H -3.59 -9.59 -4.62
H -0.40 -11.25 -2.90
H 0.16 -10.94 -4.55
H -1.14 -12.10 -4.27
O 1.61 -1.66 -3.71
C 2.09 -2.19 -4.71
N 2.49 -3.48 -4.68
C 2.29 -1.46 -6.01
H 2.89 -3.96 -5.47
H 2.37 -3.99 -3.82
H 2.95 -0.61 -5.84
H 1.32 -1.11 -6.37
H 2.74 -2.10 -6.77
O -5.09 4.55 0.98
C -5.43 4.28 -0.16
N -4.55 4.35 -1.20
C -6.82 3.84 -0.51
H -4.79 4.14 -2.15
H -3.61 4.64 -0.99
H -7.52 4.63 -0.23
H -7.06 2.93 0.03
H -6.93 3.65 -1.58
O 1.55 -12.51 -2.84
C 2.72 -12.85 -2.83
N 3.08 -14.14 -3.07
C 3.86 -11.89 -2.57
H 4.03 -14.46 -3.07
H 2.34 -14.80 -3.25
H 3.73 -11.45 -1.58
H 3.84 -11.10 -3.32
H 4.83 -12.39 -2.61
O -5.51 8.92 2.54
C -4.85 9.90 2.84
N -5.44 11.01 3.36
C -3.36 9.96 2.67
H -4.93 11.84 3.63
H -6.44 11.00 3.49
H -3.11 9.82 1.62
H -2.90 9.16 3.26
H -2.95 10.92 3.00
```

## Properties
Kohn-Sham gap, eV: 6.514
E_tot, Ha: -4804.80047
E_HOMO, eV: -10.360
Net charge: +1

***

> What is the formula in the first record?

C36H70Cl24